[1]
Computed, not measured: a 4-piece molecular cluster, C3H10O4 overall, with ωB97M-V with the def2-TZVPD basis set.

E_tot, eV: -11456.5216
Relative energy (zero: lowest compared OMol25 entry of this formula, charge and spin), kJ/mol: 697.46
Net charge: 0

Each line ends with the natural charge from an NBO analysis.
Atoms and positions in Å:
O -2.29 -1.48 1.44  -0.989
C 1.36 1.49 -0.16  0.243
O 0.32 1.04 0.29  -0.402
C 1.92 1.08 -1.41  0.156
C 1.24 0.23 -2.36  -0.749
H -0.81 -0.09 -0.54  0.466
H 1.94 2.19 0.47  0.152
H 2.86 1.51 -1.70  0.209
H 1.69 -0.79 -2.39  0.321
H 1.41 0.59 -3.37  0.270
H 0.18 0.10 -2.12  0.309
H -1.87 -1.10 -0.29  0.519
H -0.92 -1.24 2.21  0.505
O -0.11 -0.71 2.50  -0.919
H -3.13 -1.60 1.91  0.442
H -0.32 0.17 2.21  0.462
O -1.36 -0.72 -1.03  -0.997

[2]
Computed, not measured: CdI as an isolated structure, with ωB97M-V with the def2-TZVPD basis set.

E_tot, eV: -12656.6175
Relative energy (zero: lowest compared OMol25 entry of this formula, charge and spin), kJ/mol: 11.14
Net charge: +1

Each line ends with the natural charge from an NBO analysis.
Atoms and positions in Å:
Cd -0.66 -0.53 1.05  1.219
I 0.66 0.53 -1.05  -0.219

[3]
Computed, not measured: an isolated ion of composition C2HN2O3 and charge -1, with ωB97M-V with the def2-TZVPD basis set.

E_tot, eV: -11212.3440
Relative energy (zero: lowest compared OMol25 entry of this formula, charge and spin), kJ/mol: 116.41
Net charge: -1

Each line ends with the natural charge from an NBO analysis.
Atoms and positions in Å:
H -2.36 -0.73 0.18  0.331
N -1.86 -0.24 0.93  -0.835
C -0.67 -0.02 0.57  0.596
N 0.49 0.82 1.22  -0.450
O 1.51 0.69 0.29  -0.373
C 1.15 0.04 -0.78  0.945
O 1.86 -0.14 -1.75  -0.679
O -0.13 -0.41 -0.67  -0.534

[4]
Computed, not measured: a 2-piece molecular cluster, C3H9N2S overall, with ωB97M-V with the def2-TZVPD basis set.

E_tot, eV: -17062.9188
Relative energy (zero: lowest compared OMol25 entry of this formula, charge and spin), kJ/mol: 313.37
Net charge: +1

Each line ends with the natural charge from an NBO analysis.
Atoms and positions in Å:
C 0.64 -1.55 -0.42  -0.118
C -1.21 -0.49 0.99  -0.754
C -0.37 -0.55 -0.17  0.329
N 1.20 -1.68 -1.65  -0.712
N 0.52 2.17 0.49  -1.077
S 1.02 -2.57 0.81  0.238
H -2.28 -0.52 0.85  0.318
H -0.96 0.49 1.41  0.304
H -0.88 -1.30 1.62  0.270
H -0.45 0.32 -0.77  0.242
H 1.05 -1.03 -2.30  0.394
H 1.97 -2.39 -1.88  0.448
H 1.37 2.39 0.93  0.381
H -0.29 2.32 1.11  0.360
H 0.46 3.05 0.01  0.377

- Which of these has the highest E_tot?
  C2HN2O3

Copy entry 1 word for word.
Computed, not measured: a 4-piece molecular cluster, C3H10O4 overall, with ωB97M-V with the def2-TZVPD basis set.

E_tot, eV: -11456.5216
Relative energy (zero: lowest compared OMol25 entry of this formula, charge and spin), kJ/mol: 697.46
Net charge: 0

Each line ends with the natural charge from an NBO analysis.
Atoms and positions in Å:
O -2.29 -1.48 1.44  -0.989
C 1.36 1.49 -0.16  0.243
O 0.32 1.04 0.29  -0.402
C 1.92 1.08 -1.41  0.156
C 1.24 0.23 -2.36  -0.749
H -0.81 -0.09 -0.54  0.466
H 1.94 2.19 0.47  0.152
H 2.86 1.51 -1.70  0.209
H 1.69 -0.79 -2.39  0.321
H 1.41 0.59 -3.37  0.270
H 0.18 0.10 -2.12  0.309
H -1.87 -1.10 -0.29  0.519
H -0.92 -1.24 2.21  0.505
O -0.11 -0.71 2.50  -0.919
H -3.13 -1.60 1.91  0.442
H -0.32 0.17 2.21  0.462
O -1.36 -0.72 -1.03  -0.997

- The highest E_tot belongs to which entry?
  C2HN2O3

- Which value of E_tot does entry 1 give?
  -11456.5216 eV